Entry from the Open Molecules 2025 dataset: C30H57N4O4P2PdSe2Si as an isolated structure in a non-equilibrium geometry (ωB97M-V/def2-TZVPD).

The maximum force comes out at 2.905 eV/Å. The total charge is +1. The calculation puts the HOMO energy at -0.372 Ha. For the energy relative to the best compared isomer or geometry (same formula, charge and spin), the calculation gives 2.804 eV. As for the spin multiplicity: 1.

```
101
Properties=species:S:1:pos:R:3:forces:R:3
Pd -0.5040 -1.0459 -0.0443 0.62 -0.07 -1.20
C 0.7149 -5.4066 0.4279 -0.17 0.22 -0.08
Se -0.4958 -3.9537 -0.1147 0.32 -1.55 -0.02
C -0.1642 -3.9585 -2.0552 -0.03 0.25 0.18
C 1.2795 -3.6657 -2.3939 0.22 0.16 0.21
Se 1.9482 -2.1965 -1.2567 0.81 -0.52 -0.57
C 3.5574 -1.8762 -2.3534 -0.38 0.14 0.10
H 0.4401 -6.3250 -0.0867 0.00 0.03 0.01
H 0.5651 -5.5310 1.4996 0.00 -0.02 -0.05
H 1.7546 -5.1505 0.2344 -0.02 0.07 -0.04
H -0.8187 -3.1613 -2.4244 0.09 -0.22 0.06
H -0.4896 -4.9209 -2.4590 0.00 0.12 0.08
H 1.3785 -3.3556 -3.4373 0.00 -0.04 0.11
H 1.9207 -4.5326 -2.2136 -0.06 0.11 -0.07
H 4.1225 -2.7966 -2.4688 -0.04 -0.06 0.06
H 4.1635 -1.1317 -1.8412 -0.04 -0.05 -0.01
H 3.2461 -1.4950 -3.3236 0.07 0.02 0.00
N -0.0987 -1.9742 1.9239 -1.72 0.91 -0.84
C 0.8488 -2.1339 2.7848 1.14 -0.56 0.08
C 0.5835 -2.0210 4.1963 -0.34 -0.57 -0.27
C 1.6002 -2.0782 5.1122 0.02 0.28 0.44
C 2.9205 -2.2791 4.7088 -0.43 -0.07 -0.36
C 3.2062 -2.4525 3.3544 0.38 -0.30 -0.04
C 2.2128 -2.3991 2.4150 0.03 0.68 -0.18
H -0.4435 -1.8795 4.5017 -0.05 0.07 0.03
H 1.3740 -1.9728 6.1633 0.00 0.05 0.07
H 3.7133 -2.3235 5.4398 0.06 0.01 0.09
H 4.2241 -2.6399 3.0396 0.04 -0.01 0.03
H 2.4274 -2.5271 1.3633 -0.02 -0.04 -0.05
O 1.2642 0.1290 0.8951 -0.30 -0.83 -0.27
P 0.9577 1.5819 0.9694 -0.52 2.31 0.09
N -0.6926 1.8752 0.7767 0.85 -0.24 0.09
C -1.0920 3.2854 0.8508 -0.16 0.35 0.09
C -1.7269 3.4482 2.2260 -0.15 0.00 -0.14
C -2.4916 2.1375 2.3603 0.14 0.12 0.01
C -1.5548 1.1164 1.7083 -0.35 -0.25 0.13
N 1.3800 2.2476 2.4620 0.03 -0.59 -0.95
C 1.3657 1.3799 3.6352 -0.32 -0.32 0.35
C 2.7416 1.5233 4.3134 0.04 0.07 -0.04
C 3.5581 2.3606 3.3274 -0.15 0.07 0.05
C 2.4739 3.1870 2.6398 0.36 0.28 0.00
N 1.7414 2.5539 -0.1418 -0.59 -0.77 0.60
C 3.0402 2.0087 -0.5304 0.62 -0.09 -0.03
C 2.8079 1.4699 -1.9331 -0.04 0.01 0.10
C 1.9447 2.5654 -2.5403 0.10 -0.04 0.08
C 1.0857 3.0423 -1.3607 -0.48 0.36 -0.34
H -1.8349 3.4731 0.0661 0.13 0.13 0.00
H -0.2374 3.9434 0.7043 -0.05 0.05 -0.08
H -2.3715 4.3210 2.2830 -0.02 0.10 0.04
H -0.9554 3.5242 2.9909 0.07 0.02 0.02
H -3.4210 2.1948 1.7941 -0.10 -0.02 0.03
H -2.7264 1.8827 3.3916 -0.06 -0.06 0.01
H -2.1378 0.3574 1.1650 0.23 0.27 0.29
H -0.9420 0.6143 2.4644 -0.16 -0.13 -0.03
H 1.1799 0.3499 3.3255 -0.01 0.13 0.09
H 0.5657 1.6931 4.3176 0.03 -0.13 -0.03
H 3.1914 0.5520 4.5001 0.05 -0.04 0.10
H 2.6368 2.0444 5.2648 0.05 -0.03 0.03
H 4.0456 1.7098 2.5990 0.05 0.06 -0.06
H 4.3080 2.9765 3.8152 0.12 0.01 0.01
H 2.7729 3.6105 1.6852 -0.01 0.12 0.09
H 2.1385 3.9914 3.3059 0.09 0.05 -0.08
H 3.3647 1.2490 0.1839 0.12 0.06 -0.06
H 3.7771 2.8179 -0.5569 0.08 -0.04 0.10
H 2.2225 0.5495 -1.8695 0.08 -0.03 -0.03
H 3.7323 1.2985 -2.4800 0.03 -0.07 -0.05
H 1.3293 2.1863 -3.3506 -0.04 0.05 -0.10
H 2.5757 3.3732 -2.9098 -0.03 0.06 -0.08
H 0.0785 2.6345 -1.4367 0.01 0.06 -0.01
H 1.0301 4.1341 -1.3258 -0.08 -0.05 -0.06
C -4.0450 0.2935 -1.1350 0.04 0.49 -0.33
O -4.0424 -0.7895 -0.2187 0.98 -0.75 0.34
P -2.8028 -1.8484 -0.2225 -0.72 -0.05 -0.38
O -3.3552 -2.7916 0.9453 0.41 0.21 -0.59
C -3.1980 -2.4154 2.3065 0.23 0.21 0.66
O -3.0741 -2.8049 -1.4823 0.58 0.88 0.35
C -4.3214 -3.4923 -1.6238 -0.32 -0.23 -0.01
H -4.8452 0.9626 -0.8213 0.06 -0.02 -0.07
H -4.2333 -0.0647 -2.1470 -0.04 0.01 0.02
H -3.0846 0.8153 -1.1304 -0.01 0.04 0.02
H -3.4956 -3.2768 2.9028 -0.04 0.10 -0.02
H -3.8296 -1.5577 2.5420 -0.12 -0.05 0.00
H -2.1463 -2.1704 2.5051 -0.36 -0.11 0.01
H -4.4067 -3.7743 -2.6718 0.02 0.04 0.08
H -5.1527 -2.8486 -1.3385 0.00 0.01 -0.05
H -4.3253 -4.3798 -0.9922 0.04 0.01 -0.04
C -1.3996 3.4742 -3.9106 -0.03 -0.74 -0.16
Si -1.5965 1.6152 -4.3130 -0.05 -0.05 -0.29
C -0.7255 1.0847 -5.9256 -0.29 0.34 0.68
C -3.4570 1.2576 -4.5441 0.71 0.09 0.21
C -0.9295 0.5798 -2.9070 -0.05 0.23 -0.61
C -0.5313 -0.1271 -1.9973 -1.20 -0.77 2.53
H -2.0119 4.0581 -4.5935 -0.11 0.05 -0.13
H -0.3781 3.8265 -4.0088 0.22 -0.01 -0.03
H -1.7303 3.6997 -2.8983 -0.08 -0.06 0.12
H -1.0177 1.7312 -6.7468 -0.09 0.16 -0.15
H -1.0198 0.0731 -6.1862 -0.09 -0.21 0.02
H 0.3567 1.1046 -5.8584 0.22 0.05 0.11
H -3.8163 1.7009 -5.4681 0.02 0.14 -0.18
H -4.0550 1.6651 -3.7348 -0.09 0.09 0.16
H -3.6437 0.1898 -4.6031 0.00 -0.22 0.01
```
Forces are in eV/Å.